Record 1
A structure of composition C45H56As3ClF5N4OSi2Tl in a non-equilibrium geometry. Source: the Open Molecules 2025 dataset; level of theory: ωB97M-V with the def2-TZVPD basis set.

Geometry as XYZ:
```
118
Properties=species:S:1:pos:R:3:forces:R:3
Tl -2.151744 0.562293 1.479519 0.688 0.376 0.441
C 3.834343 -0.873901 0.219358 0.778 0.372 0.809
C 3.148244 -2.199391 0.463256 -1.049 -0.599 -1.185
As 1.982030 -1.984376 2.038263 0.083 0.002 -0.440
C 1.293574 -3.796846 1.974944 -1.107 -0.979 -0.154
C -0.099243 -3.995556 2.078847 0.680 1.559 0.237
C -0.715349 -5.169002 1.833271 0.807 -3.058 -0.914
C 0.111022 -6.312367 1.492545 0.503 2.298 0.539
C 1.517413 -6.187699 1.435315 -1.356 0.403 -0.014
C 2.045630 -4.899542 1.617486 -0.404 -0.466 0.584
C 3.466421 -2.091754 3.336772 -1.135 0.329 -0.865
C 4.595252 -2.831754 3.153073 1.666 -0.949 1.256
C 5.616069 -2.795870 4.141668 -0.866 -0.530 -1.144
C 5.479324 -2.031512 5.276742 0.651 0.476 0.896
C 4.362081 -1.197729 5.406415 -0.426 -0.500 -1.240
C 3.360481 -1.225070 4.401160 1.555 0.223 1.485
As 2.758955 0.267374 -0.955100 -0.685 0.231 0.324
C 2.612895 -1.384783 -2.341446 0.283 -0.160 0.114
C 3.653093 -2.225588 -2.742437 -1.250 -0.962 -1.194
C 3.394549 -3.290993 -3.642789 0.931 -0.084 0.484
C 2.129571 -3.540345 -4.163253 -0.768 1.784 0.652
C 1.085551 -2.625175 -3.847557 1.955 -0.340 0.878
C 1.354783 -1.612753 -2.881050 -1.153 0.515 -1.553
C 4.018331 0.990880 -2.224448 2.259 -0.355 -0.052
C 5.404906 1.173423 -1.939628 -2.236 1.208 -0.506
C 6.170200 1.881754 -2.844894 1.122 -0.292 -0.228
C 5.708063 2.247726 -4.096390 -0.837 0.438 -0.414
C 4.391111 1.946343 -4.436554 0.310 0.023 0.308
C 3.602320 1.284630 -3.509399 -0.730 -0.161 -0.118
H 4.814220 -1.017668 -0.226883 0.170 -0.127 -0.394
H 4.090702 -0.377761 1.196252 -0.569 -0.144 -0.875
H 3.850598 -3.008857 0.591037 0.410 -0.187 0.432
H 2.583517 -2.592959 -0.455110 0.345 0.900 1.489
H -0.745078 -3.171680 2.300919 -0.158 0.627 0.218
H -1.807859 -5.222951 1.852230 0.499 -0.144 0.012
H -0.339321 -7.222400 1.228807 -0.606 -1.206 -0.115
H 2.158139 -7.061963 1.226588 -0.393 0.636 0.013
H 3.077570 -4.724775 1.556893 1.430 -0.220 -0.267
H 4.707669 -3.532371 2.328371 0.031 0.316 0.065
H 6.484926 -3.419497 4.004394 0.196 -0.084 0.008
H 6.310586 -2.069628 6.040251 -1.151 0.239 -0.802
H 4.276346 -0.514096 6.222942 -0.067 0.268 0.435
H 2.562436 -0.512555 4.414920 -0.492 0.191 0.239
H 4.653804 -2.061308 -2.397496 0.525 0.041 0.189
H 4.219380 -3.960479 -3.949179 -0.371 0.392 0.241
H 1.946372 -4.347137 -4.846966 0.033 -0.265 -0.235
H 0.159938 -2.758184 -4.369322 -0.631 0.209 0.135
H 0.580563 -0.815842 -2.690657 0.507 -1.078 0.013
H 5.737756 1.013695 -0.944199 0.464 -0.336 0.662
H 7.196050 2.139223 -2.606396 0.066 -0.055 0.171
H 6.298010 2.848580 -4.786446 0.128 -0.209 0.223
H 3.951266 2.276501 -5.367684 0.113 -0.144 -0.173
H 2.605569 0.941923 -3.768779 -0.123 0.339 -0.203
O -4.290693 -0.408845 0.695359 0.337 -0.397 1.691
C -4.288676 -0.732699 -0.624485 -1.902 -0.435 -1.625
C -3.287128 -1.769752 -1.038786 0.072 -0.714 -0.504
C -3.636100 -2.950609 -1.716812 -0.309 -0.693 0.593
C -2.663805 -3.948199 -1.958200 -0.339 0.848 0.211
C -1.372306 -3.669269 -1.557518 0.580 -0.825 -0.494
C -1.139867 -2.442299 -0.951118 1.951 -0.450 0.893
N -2.022738 -1.529176 -0.670095 -1.218 0.336 -0.346
H -4.320395 -1.358974 1.432239 0.084 -0.440 -0.391
H -4.208685 0.183598 -1.239821 0.408 -0.301 0.081
H -5.298396 -1.118462 -0.925449 0.412 0.027 0.108
H -4.695849 -3.223962 -1.862469 0.594 0.518 -0.134
H -2.922801 -4.911845 -2.402174 -0.020 0.345 0.099
H -0.538304 -4.397098 -1.709415 -0.791 0.812 0.233
H -0.152815 -2.202957 -0.538840 -0.023 -0.265 -0.440
N 0.721300 2.733959 -2.381567 -0.316 -0.438 0.706
C -0.238001 3.103530 -3.267819 0.977 -0.719 -0.458
C -1.552271 2.563141 -3.248567 0.377 0.562 0.559
N -2.406655 2.865873 -4.200247 0.116 0.081 -0.725
C -1.977379 3.679375 -5.211364 0.482 0.131 1.367
C -0.711432 4.257253 -5.156629 -1.382 -0.935 -0.244
N 0.167227 3.912540 -4.242605 0.485 0.534 0.502
H 0.581205 1.981848 -1.714345 -0.204 0.180 -0.141
H 1.692666 2.854408 -2.612092 -0.035 0.344 -0.236
H -1.802532 1.953309 -2.357204 -0.386 0.224 -0.839
H -2.650740 3.964041 -5.998616 -0.416 -0.176 -0.080
H -0.429557 4.984019 -5.894117 0.294 0.225 -0.340
F -2.827998 -1.874880 2.956340 -0.005 -0.508 0.232
C -3.958315 -2.484150 2.399551 -0.589 -0.056 -0.530
F -3.525988 -3.738217 1.907531 -0.020 0.713 0.104
C -4.845115 -2.856561 3.595239 -0.376 -0.118 0.544
F -4.222702 -3.526598 4.609423 -0.001 -0.020 -0.546
F -5.959217 -3.587067 3.294225 0.839 -0.066 -0.467
F -5.324913 -1.745788 4.140193 -0.028 0.869 0.342
C -4.363017 2.729008 -0.182459 0.066 -0.398 -0.596
Si -4.963609 3.018392 1.578212 0.396 0.010 -0.084
C -5.986949 4.585576 1.382897 0.320 0.729 -0.509
C -6.098395 1.628377 2.139498 -0.644 0.010 -1.465
As -3.162531 3.151328 3.058505 -0.741 -0.402 0.080
Si -1.804082 4.588329 1.910881 -0.121 -0.161 -0.176
C -0.715526 5.382414 3.266339 -0.336 1.024 -0.948
C -0.670932 3.650219 0.747071 -0.727 -0.555 -0.166
C -2.669361 5.910052 0.901893 -0.186 0.275 0.217
H -5.067530 2.736482 -1.035102 -0.086 -0.070 0.507
H -3.837095 1.768249 -0.216171 -0.052 0.224 -0.099
H -3.634311 3.496217 -0.417648 0.287 0.217 -0.015
H -6.854263 4.453191 0.713027 0.108 -0.030 0.385
H -5.368503 5.392007 0.937255 -0.182 -0.535 0.048
H -6.260608 4.991258 2.345192 -0.515 0.011 0.388
H -7.109107 1.772798 1.631126 1.094 -0.476 0.720
H -6.180381 1.666624 3.190655 -0.541 0.396 1.405
H -5.674217 0.630322 1.969226 -0.295 0.417 -0.478
H -0.494311 4.563843 3.927539 0.636 -0.281 0.313
H -1.247684 6.138644 3.866024 -0.047 -0.256 -0.258
H 0.168582 5.890053 2.817857 -0.256 -0.585 0.466
H -0.226325 2.889600 1.384677 0.461 -0.079 -0.186
H 0.078142 4.213108 0.224828 0.683 0.422 -0.024
H -1.207752 3.110962 -0.060203 -0.110 0.237 0.463
H -3.429925 6.381152 1.499800 -0.553 0.126 0.397
H -3.122982 5.668575 -0.055535 0.096 -0.365 -0.052
H -1.965022 6.698424 0.737256 0.767 0.627 -0.382
Cl 2.197301 1.843976 1.884663 0.430 0.060 -0.370
C 3.244819 2.131067 0.374120 -0.644 0.090 -0.290
H 4.214303 2.411884 0.777695 0.243 -0.011 0.070
H 2.817190 3.038137 -0.127019 0.178 -0.631 0.448
```
Positions in Å, forces in eV/Å.

Energy relative to the best compared isomer or geometry (same formula, charge and spin) (eV): 1.400
LUMO (eV): 4.00
2S+1: 1
Total charge: -2
HOMO-LUMO gap (Ha): 0.2023

---

Record 2
A cluster of 2 separate species, C10H7ClO2 in total in a non-equilibrium geometry. Source: the Open Molecules 2025 dataset; level of theory: ωB97M-V with the def2-TZVPD basis set.

Geometry as XYZ:
```
20
Properties=species:S:1:pos:R:3:forces:R:3
C -1.285220 1.319275 1.505275 -0.546 0.200 1.721
C -0.180880 0.890597 2.260283 -1.265 0.876 0.542
C -1.281054 1.103742 0.163034 0.187 -1.106 -2.142
C 0.906548 0.319634 1.678053 -0.601 -1.182 -0.971
C -0.217693 0.366276 -0.482132 -0.106 1.550 1.798
C 0.861399 -0.011196 0.299305 2.181 -0.939 0.201
C -0.322471 0.102553 -1.893957 1.726 -0.971 -0.982
C -2.905667 -1.133196 -0.365638 0.478 -1.054 0.367
C 0.578290 -0.390849 -2.761984 -0.114 -0.151 -0.284
C 2.089452 -0.878243 -0.219200 -1.311 3.125 0.588
O 1.210371 -0.818678 -3.646135 -0.429 0.532 1.203
O -2.017610 -1.817327 -0.193252 -0.956 0.332 -0.149
Cl -1.796940 0.280838 -2.727035 -1.161 0.368 -0.855
H -2.124605 1.712028 2.174184 0.907 -0.349 -1.770
H -0.371213 1.011107 3.322471 0.873 -0.149 0.088
H -2.114401 1.234040 -0.540004 0.083 0.676 0.942
H 1.663090 -0.158627 2.272826 0.411 0.260 0.188
H 1.772723 -1.770661 -0.661372 -0.304 -1.219 -1.138
H 2.804853 -0.260746 -0.762896 -0.468 -0.082 -1.051
H 2.731027 -1.100566 0.578174 0.419 -0.717 1.706
```
Positions in Å, forces in eV/Å.

Energy relative to the best compared isomer or geometry (same formula, charge and spin) (eV): 1.253
LUMO (eV): 0.17
2S+1: 1
HOMO-LUMO gap (Ha): 0.3061

---

| no. | highest occupied orbital energy (eV) |
| --- | --- |
| 1 | -1.51 |
| 2 | -8.16 |